Computed, not measured: a structure of composition C16H26N4, with wB97M-V/def2-TZVPD.

- LUMO: 0.4 eV
- Highest occupied orbital energy: -8.96 eV

Geometry as XYZ:
```
46
C16H26N4 wB97M-V/def2-TZVPD
N 2.1962 1.8262 -1.7767
N 0.6307 1.4830 5.2595
N 0.7507 0.4608 -7.0643
N -1.1184 0.7631 -0.3937
C 0.7998 2.1074 -5.0309
C -0.1079 -0.0158 3.1882
C 1.1497 -0.3324 0.9144
C -1.7550 -0.8510 1.0226
C -0.8779 -1.3973 3.4127
C 2.2400 0.8720 -1.0950
C 0.2562 0.8544 4.3313
C 0.7049 1.4715 -3.6332
C -1.3313 -1.4962 -0.1667
C -2.2019 -1.1657 4.1445
C -0.5460 0.5679 -3.4635
C -0.8912 -0.4266 -0.9988
C 0.7514 1.1812 -6.1947
C -1.6451 0.5535 0.8695
C 2.2952 -0.3040 -0.1748
C 1.3039 -1.5953 1.7031
H -0.3810 -0.3578 -1.9482
H -1.9147 1.3422 1.5563
H -0.8014 0.6067 2.6229
H -2.0275 -0.8363 5.1689
H 1.6545 0.9927 -3.3944
H 3.2457 -0.3118 0.3588
H -0.2407 -1.9739 4.0833
H 0.7257 -0.0191 2.4858
H 0.2129 -0.0456 0.4367
H 1.2031 0.5728 1.5193
H -1.0670 -2.4981 -0.4712
H -2.7084 -0.3586 3.6153
H 1.6855 2.7420 -4.9989
H 2.4620 -1.2526 -0.6851
H 0.6708 2.3741 -3.0230
H 1.2824 -2.3836 0.9506
H 0.5384 -1.7485 2.4637
H -2.1786 -1.2525 1.9314
H -0.5509 0.0307 -2.5151
H -0.8643 1.6405 -0.8246
H -0.0257 2.8139 -5.1182
H -1.5013 1.0810 -3.5751
H -1.0775 -1.9969 2.5245
H -2.8644 -2.0223 4.0207
H -0.3533 -0.1754 -4.2370
H 2.2718 -1.5204 2.1989
```

These are the natural (NBO) partial charges, in e, on atoms 1 to 6: N -0.386; N -0.348; N -0.339; N -0.524; C -0.509; C -0.558

Computed, not measured: a cluster of 2 separate species, C14H17NO6P in total, with wB97M-V/def2-TZVPD.

- LUMO: 2.7 eV
- Highest occupied orbital energy: -4.14 eV
- Charge: -1

Geometry as XYZ:
```
39
C14H17NO6P wB97M-V/def2-TZVPD
P -3.2335 0.9331 -0.1499
O -2.0941 2.1633 -0.4177
O -3.2299 -2.6059 1.3394
O 2.2459 2.1582 0.4411
O 1.2693 -2.1418 -3.1886
O -0.2816 -2.7611 -1.6590
O 2.0567 3.4348 2.3067
N -2.5293 -2.3581 -0.9342
C 0.6845 3.9276 0.4493
C 2.2381 -2.6742 0.2396
C 4.0410 -0.3405 -0.3043
C -1.3023 -1.7755 -1.5280
C 0.9742 -2.2515 -2.0229
C 2.0755 -1.8664 -0.9892
C 2.9580 -0.7144 -1.2203
C 4.2068 -1.1569 0.8988
C 1.7690 3.0918 1.1372
C -2.7599 -1.9443 0.4594
C -4.3867 1.5689 1.1941
C -2.2102 -0.4729 0.5431
C -0.9530 -0.6567 -0.4263
C 3.3216 -2.2991 1.1536
H 1.5493 -3.5254 0.4306
H 3.5111 -2.8937 2.0843
H -0.2612 -1.2497 0.2471
H 1.0903 4.3891 -0.4557
H -3.4021 -2.0316 -1.3595
H 5.0244 -0.8813 1.5997
H 0.3164 4.7189 1.1067
H -1.7147 -0.2611 1.5282
H 2.7994 -0.1003 -2.1352
H -1.6956 -1.3254 -2.4814
H -0.4100 0.2437 -0.8011
H -0.1526 3.2902 0.1738
H -5.4571 1.2765 1.0342
H 4.6980 0.5296 -0.5074
H -2.3512 2.6671 -1.2104
H -4.3468 2.6898 1.2194
H -4.0577 1.2050 2.2050
```

These are the natural (NBO) partial charges, in e, on atoms 1 to 6: P 1.010; O -0.961; O -0.513; O -0.818; O -0.539; O -0.544

Computed, not measured: a cluster of 2 separate species, C2H8N2S2 in total, with wB97M-V/def2-TZVPD.

- ⟨S²⟩: 0.75
- LUMO (alpha / beta): 3.5 / 3.5 eV
- Highest occupied orbital energy (alpha / beta): 0.49 / -4.72 eV
- Charge: -1
- 2S+1: 2

Geometry as XYZ:
```
14
C2H8N2S2 wB97M-V/def2-TZVPD
S 1.5966 -1.7522 0.7118
S 2.4426 -1.5363 2.5742
N -3.8016 0.1200 -1.9386
N -2.1483 1.7957 -1.7654
C -2.5486 0.6249 -2.0760
C 3.6115 -0.1648 2.2975
H -4.4786 0.5738 -1.3566
H -1.7815 -0.1335 -2.3256
H -3.8708 -0.8793 -2.0141
H 4.3233 -0.1769 3.1087
H 0.7495 -0.6873 0.5867
H -1.2331 1.7639 -1.3223
H 4.0101 -0.3527 1.2990
H 3.1290 0.8047 2.2207
```

These are the natural (NBO) partial charges, in e, on atoms 1 to 6: S -0.588; S -0.185; N -0.821; N -0.801; C 0.221; C -0.754

Computed, not measured: a cluster of 8 separate species, C16H51BF4N4O7 in total, with wB97M-V/def2-TZVPD.

- LUMO: -1.2 eV
- Highest occupied orbital energy: -8.82 eV

Geometry as XYZ:
```
83
C16H51BF4N4O7 wB97M-V/def2-TZVPD
F 0.7302 0.5347 2.8279
F 2.3841 0.5305 1.2864
F 0.6977 -0.9958 1.2409
F 0.2069 1.1092 0.6404
O 1.6512 -1.4908 4.0485
O -2.7717 -0.3833 -2.6165
O 1.9594 -3.6626 -0.6044
O 1.5449 2.7380 4.1518
O -4.1928 3.4031 3.9334
O 5.0781 3.5913 -0.4524
O -1.2185 3.3338 0.4755
N -2.3914 1.1528 3.2328
N 1.0231 -3.3124 -3.6032
N -5.1251 -3.1701 -3.1431
N 5.2504 0.7961 -1.9201
C 4.1010 2.5324 -0.5351
C -2.8741 1.4440 4.6014
C -5.4895 2.8310 3.9478
C 3.3810 -3.0782 -4.1943
C 5.0643 4.2441 0.7912
C 2.3678 -3.5955 -3.1228
C 0.5269 -3.6421 -0.6936
C -2.4148 -0.4886 -1.2627
C -1.8502 0.8835 5.5805
C 2.6372 -3.0626 -1.6587
C -3.8209 -2.4557 -3.1916
C -4.0292 -0.9607 -3.0004
C 2.8788 1.3009 -2.3985
C -3.2111 2.9303 4.8149
C -3.0911 -2.8246 -4.4855
C 4.2290 1.8379 -1.9069
B 1.0270 0.3775 1.4714
H -3.5645 3.0990 5.8401
H 0.2025 -4.3414 -1.4631
H 3.6915 -3.2929 -1.4923
H 5.5404 5.2223 0.7625
H -5.8318 2.5469 4.9455
H -1.3589 -0.2325 -1.1791
H -1.0022 1.5703 5.5717
H 3.0219 -3.1777 -5.2163
H -5.8534 -2.4874 -3.3210
H 4.3335 -3.6156 -4.1776
H 4.6237 2.5773 -2.6065
H -1.7036 3.6261 -0.3015
H -3.6097 -2.3922 -5.3438
H 3.0297 0.5094 -3.1326
H 3.1756 3.0955 -0.3838
H 0.1789 -3.7781 0.3256
H -6.1329 3.6274 3.5750
H -2.5044 -1.5075 -0.8680
H 3.6271 -2.0391 -3.9635
H -5.5742 1.9953 3.2503
H -0.8606 2.4622 0.2362
H -2.0880 -2.3938 -4.4798
H -2.9736 1.8100 2.7015
H 0.6169 -2.4197 -3.3461
H -3.8677 0.9979 4.7221
H -3.0092 -3.9062 -4.5897
H 4.0380 4.4766 1.1082
H 2.1911 2.0466 -2.8009
H 2.5389 -4.6651 -2.9749
H 2.5166 -1.9720 -1.6278
H 5.4065 0.5441 -2.8867
H -2.2988 0.8692 6.5796
H -1.5322 1.7001 3.1355
H -1.5974 -0.1653 5.4349
H -4.2676 -0.4527 -3.9385
H 1.2062 3.6130 3.9384
H 2.2480 -2.1399 3.6347
H -5.0652 -3.7939 -3.9373
H 1.3399 -0.7595 3.4368
H -2.9585 0.1237 -0.5359
H 5.4877 3.5738 1.5444
H 0.9721 -3.2699 -4.6124
H 4.2272 1.8532 0.3106
H -3.2655 -2.7805 -2.3080
H -2.2982 3.5174 4.6878
H 2.3486 0.8562 -1.5499
H -4.8647 -0.7160 -2.3381
H 0.8528 -1.9410 4.3829
H 1.2347 2.1691 3.4309
H 4.9840 -0.0341 -1.4045
H 0.1901 -2.6566 -1.0308
```

These are the Löwdin partial charges, in e, on atoms 1 to 6: F 0.113; F 0.162; F 0.085; F 0.154; O 0.320; O -0.185

Computed, not measured: a structure of composition C37H35BFeO4, with wB97M-V/def2-TZVPD.

- ⟨S²⟩: 6.11
- LUMO (alpha / beta): -2.2 / -2.9 eV
- Highest occupied orbital energy (alpha / beta): -5.79 / -5.79 eV
- 2S+1: 5

Geometry as XYZ:
```
78
C37H35BFeO4 wB97M-V/def2-TZVPD
Fe 4.0462 0.4887 -2.5271
O 0.4529 -0.6990 2.7060
O -3.6099 -2.2665 1.9644
O 0.7031 -1.8325 0.3538
O -3.8070 0.4305 1.1315
C -2.2468 -1.9236 3.6734
C -5.0316 0.3405 0.4950
C -0.7903 -3.4455 0.6523
C 5.2407 -0.0642 -3.9600
C -6.2393 0.7780 1.1792
C -5.4875 -3.5365 2.8491
C -3.4906 -0.7135 -0.7568
C 2.5836 1.6436 -1.7024
C 3.6492 2.4716 -2.3290
C -2.8555 -0.2970 0.3974
C 3.9439 0.4421 -4.4209
C 2.9037 -0.4173 -3.8595
C -0.5211 -0.0065 1.9834
C 1.7953 -0.4644 4.7315
C 0.9536 0.1037 3.7020
C 2.7465 -3.1141 -0.2305
C 4.7448 1.0851 -0.7996
C 3.5518 -1.3857 -3.0061
C -1.1003 5.4976 -2.4828
C 0.4610 -4.0598 0.3331
C -0.5752 4.8694 -3.6288
C 0.1577 3.6769 -3.5503
C 3.3224 0.7642 -0.7460
C 1.3519 -3.0359 0.1657
C -4.2052 -2.8844 3.0413
C -0.6277 -2.0778 0.6518
C -2.4126 -1.7034 2.3111
C 0.1234 3.8722 -1.1327
C -4.8798 -0.3430 -0.6879
C -3.3878 -2.6592 4.1327
C 4.9172 2.1389 -1.7909
C 1.1548 1.7664 -1.9792
C 0.4012 1.3647 3.5723
C -0.5384 1.2805 2.4712
C -0.6934 5.0040 -1.2315
C 4.9910 -1.1924 -3.0952
C 0.4898 3.0840 -2.2728
B -1.5460 -0.8677 1.1479
H 0.5182 0.9415 -1.8584
H -6.1786 -2.8712 2.3007
H 2.4115 0.3307 5.1603
H 6.2304 0.2722 -4.2625
H -1.4331 -1.6224 4.3393
H 0.5117 3.2489 -4.4929
H -5.3998 -4.4852 2.2797
H -1.6873 6.4175 -2.5381
H -0.7475 5.3524 -4.5858
H 5.8326 2.6452 -2.0619
H -3.0616 -1.2712 -1.5868
H -0.9620 5.5117 -0.3142
H 1.2275 -0.8711 5.5799
H 1.8422 -0.3808 -4.1151
H -6.1248 1.7111 1.7277
H 3.4427 -2.8057 0.5525
H -5.9015 -3.7688 3.8472
H 0.6897 -5.1247 0.2543
H -1.1767 2.0996 2.1677
H -7.0431 0.9184 0.4517
H 2.8964 -2.4695 -1.0779
H 5.7544 -1.8828 -2.7218
H 3.7495 1.2834 -5.0788
H 2.8504 0.1043 -0.0519
H -3.5610 -2.9529 5.1484
H -6.6047 0.0139 1.8760
H 5.5835 0.6842 -0.2438
H -5.6997 -0.6081 -1.3471
H 0.5425 3.5783 -0.1690
H 2.4408 -1.2532 4.3418
H -1.7150 -3.9692 0.8849
H 0.6096 2.1933 4.2286
H 3.0745 -2.2586 -2.5730
H 3.4443 3.3094 -2.9785
H 3.0046 -4.1334 -0.5395
```

These are the Löwdin partial charges, in e, on atoms 1 to 6: Fe 0.542; O 0.024; O 0.028; O 0.018; O 0.035; C -0.022

Computed, not measured: a structure of composition C19H17N8Pd, with wB97M-V/def2-TZVPD.

- ⟨S²⟩: 2.06
- LUMO (alpha / beta): -3.2 / -4.9 eV
- Highest occupied orbital energy (alpha / beta): -9.68 / -10.93 eV
- Charge: +1
- 2S+1: 3

Geometry as XYZ:
```
45
C19H17N8Pd wB97M-V/def2-TZVPD
Pd 0.0939 -0.0342 -0.7870
N -1.1850 -0.6663 -3.3532
N -0.6645 -1.4684 0.4731
N 1.7518 3.8300 3.1951
N -1.2534 -0.8979 -2.0294
N 1.7157 4.0585 0.8163
N 2.5737 5.7336 2.1630
N 0.2131 0.9993 -2.5557
N 0.7832 1.8039 0.4583
C 0.7123 2.2607 -2.7526
C 0.8983 2.7311 -4.0483
C 1.2637 2.8548 0.7055
C 0.1137 -1.8677 4.5561
C 0.2267 -0.5013 2.5376
C -0.2907 0.3402 -3.6097
C -0.7317 -2.7609 3.9193
C -1.3448 -3.8169 0.1435
C -1.2522 -2.4523 -0.2373
C -2.2353 -3.0772 -2.4334
C -1.8414 -4.7464 -0.7318
C -1.6437 -2.1399 -1.5949
C -0.5597 -1.4835 1.8512
C 0.6418 1.8927 -5.1567
C 2.0295 4.4871 2.0424
C -1.2243 -2.4546 2.6646
C -2.3574 -4.3739 -1.9767
C 0.4919 -0.6997 3.8812
C 0.0877 0.6663 -4.9438
H 2.4487 6.2888 2.9821
H 2.0599 4.1217 4.1334
H 1.4041 3.7358 -4.1588
H 0.9340 2.2077 -6.1651
H 0.5520 -2.0683 5.5133
H 2.6144 6.2222 1.2786
H -1.8089 -5.8169 -0.4541
H -0.1945 -0.0558 -5.7198
H 1.4998 2.8655 3.1148
H -2.7089 -5.1797 -2.6172
H -2.3892 -2.8679 -3.4734
H 0.8906 2.8532 -1.8337
H 0.7340 0.2631 1.9383
H -1.0248 -4.1483 1.1121
H 1.0875 0.0743 4.4289
H -2.0804 -3.0237 2.2949
H -1.0311 -3.6888 4.4288
```

These are the natural (NBO) partial charges, in e, on atoms 1 to 6: Pd 0.910; N -0.222; N -0.406; N -0.787; N -0.308; N -0.621

What did the fifth record say?
Computed, not measured: a structure of composition C37H35BFeO4, with wB97M-V/def2-TZVPD.

- ⟨S²⟩: 6.11
- LUMO (alpha / beta): -2.2 / -2.9 eV
- Highest occupied orbital energy (alpha / beta): -5.79 / -5.79 eV
- 2S+1: 5

Geometry as XYZ:
```
78
C37H35BFeO4 wB97M-V/def2-TZVPD
Fe 4.0462 0.4887 -2.5271
O 0.4529 -0.6990 2.7060
O -3.6099 -2.2665 1.9644
O 0.7031 -1.8325 0.3538
O -3.8070 0.4305 1.1315
C -2.2468 -1.9236 3.6734
C -5.0316 0.3405 0.4950
C -0.7903 -3.4455 0.6523
C 5.2407 -0.0642 -3.9600
C -6.2393 0.7780 1.1792
C -5.4875 -3.5365 2.8491
C -3.4906 -0.7135 -0.7568
C 2.5836 1.6436 -1.7024
C 3.6492 2.4716 -2.3290
C -2.8555 -0.2970 0.3974
C 3.9439 0.4421 -4.4209
C 2.9037 -0.4173 -3.8595
C -0.5211 -0.0065 1.9834
C 1.7953 -0.4644 4.7315
C 0.9536 0.1037 3.7020
C 2.7465 -3.1141 -0.2305
C 4.7448 1.0851 -0.7996
C 3.5518 -1.3857 -3.0061
C -1.1003 5.4976 -2.4828
C 0.4610 -4.0598 0.3331
C -0.5752 4.8694 -3.6288
C 0.1577 3.6769 -3.5503
C 3.3224 0.7642 -0.7460
C 1.3519 -3.0359 0.1657
C -4.2052 -2.8844 3.0413
C -0.6277 -2.0778 0.6518
C -2.4126 -1.7034 2.3111
C 0.1234 3.8722 -1.1327
C -4.8798 -0.3430 -0.6879
C -3.3878 -2.6592 4.1327
C 4.9172 2.1389 -1.7909
C 1.1548 1.7664 -1.9792
C 0.4012 1.3647 3.5723
C -0.5384 1.2805 2.4712
C -0.6934 5.0040 -1.2315
C 4.9910 -1.1924 -3.0952
C 0.4898 3.0840 -2.2728
B -1.5460 -0.8677 1.1479
H 0.5182 0.9415 -1.8584
H -6.1786 -2.8712 2.3007
H 2.4115 0.3307 5.1603
H 6.2304 0.2722 -4.2625
H -1.4331 -1.6224 4.3393
H 0.5117 3.2489 -4.4929
H -5.3998 -4.4852 2.2797
H -1.6873 6.4175 -2.5381
H -0.7475 5.3524 -4.5858
H 5.8326 2.6452 -2.0619
H -3.0616 -1.2712 -1.5868
H -0.9620 5.5117 -0.3142
H 1.2275 -0.8711 5.5799
H 1.8422 -0.3808 -4.1151
H -6.1248 1.7111 1.7277
H 3.4427 -2.8057 0.5525
H -5.9015 -3.7688 3.8472
H 0.6897 -5.1247 0.2543
H -1.1767 2.0996 2.1677
H -7.0431 0.9184 0.4517
H 2.8964 -2.4695 -1.0779
H 5.7544 -1.8828 -2.7218
H 3.7495 1.2834 -5.0788
H 2.8504 0.1043 -0.0519
H -3.5610 -2.9529 5.1484
H -6.6047 0.0139 1.8760
H 5.5835 0.6842 -0.2438
H -5.6997 -0.6081 -1.3471
H 0.5425 3.5783 -0.1690
H 2.4408 -1.2532 4.3418
H -1.7150 -3.9692 0.8849
H 0.6096 2.1933 4.2286
H 3.0745 -2.2586 -2.5730
H 3.4443 3.3094 -2.9785
H 3.0046 -4.1334 -0.5395
```

These are the Löwdin partial charges, in e, on atoms 1 to 6: Fe 0.542; O 0.024; O 0.028; O 0.018; O 0.035; C -0.022